The ion C5H13N2 with charge +1. Source: the Open Molecules 2025 dataset; level of theory: wB97M-V/def2-TZVPD.

Geometry (Å):
1 C -2.628 -0.083 -0.516
2 C -1.570 -0.643 0.012
3 C 2.303 -0.797 -0.008
4 C 0.058 0.634 1.504
5 C 0.045 1.154 -1.059
6 N 0.842 -0.981 -0.250
7 N -0.128 0.089 0.041
8 H -3.522 -0.730 -0.367
9 H -2.729 0.902 -1.041
10 H -1.536 -1.663 0.390
11 H 2.704 -0.350 0.888
12 H 2.778 -1.711 -0.221
13 H 2.716 -0.155 -0.749
14 H -0.315 1.634 1.475
15 H -0.684 -0.009 2.124
16 H 1.057 0.442 1.797
17 H 1.026 1.488 -1.111
18 H -0.057 0.711 -1.995
19 H -0.828 1.973 -0.864
20 H 0.467 -1.905 -0.051

Forces on atoms 1 to 6 (eV/Å):
C -1.070 0.073 -0.130
C 2.276 1.371 -0.717
C -1.197 1.135 -0.590
C -2.981 -2.266 -0.860
C -3.971 0.990 2.500
N 0.216 0.176 -0.016

Output
HOMO level   -0.5164 Ha
Molar mass   101.173 g/mol
SMILES   C=C[N+](C)(C)NC
Lowest unoccupied orbital energy   -2.70 eV
ΔE to the lowest compared entry with this formula, charge and spin   462.0 kJ/mol
Net charge   +1

List of Löwdin charges in e, atom by atom:
1 C 0.066
2 C -0.079
3 C -0.052
4 C 0.067
5 C 0.032
6 N -0.040
7 N -0.264
8 H 0.103
9 H 0.099
10 H 0.124
11 H 0.077
12 H 0.085
13 H 0.070
14 H 0.088
15 H 0.134
16 H 0.061
17 H 0.069
18 H 0.080
19 H 0.158
20 H 0.121

---

A cluster of 4 separate species, C19H38I2NO7S3 in total. Source: the Open Molecules 2025 dataset; level of theory: wB97M-V/def2-TZVPD.

Geometry (Å):
1 C 3.667 -0.449 1.076
2 C 2.710 0.402 0.014
3 I 3.880 2.210 -0.574
4 C 1.310 0.950 0.713
5 I 0.515 2.637 -0.420
6 C 0.233 -0.244 1.068
7 C -0.174 -1.210 -0.190
8 O -0.957 -0.428 -1.151
9 C -2.207 0.093 -0.599
10 C -2.189 0.583 0.948
11 N -1.010 0.204 1.788
12 H 3.975 -1.464 0.561
13 H 4.654 0.125 1.339
14 H 3.054 -0.659 2.053
15 H 2.488 -0.187 -0.972
16 H 1.651 1.387 1.771
17 H 0.816 -0.953 1.836
18 H -0.777 -2.142 0.247
19 H 0.793 -1.621 -0.724
20 H -2.497 1.043 -1.260
21 H -3.099 -0.679 -0.753
22 H -2.364 1.761 1.022
23 H -3.152 0.112 1.473
24 H -0.747 1.025 2.409
25 H -1.310 -0.571 2.448
26 C -0.899 -5.374 -2.831
27 C -2.312 -5.897 -3.082
28 C -2.904 -6.288 -1.729
29 S -2.103 -5.251 -0.515
30 O -1.302 -6.090 0.351
31 O -3.062 -4.294 0.001
32 C -1.017 -4.416 -1.655
33 H -0.486 -4.877 -3.714
34 H -0.236 -6.208 -2.571
35 H -2.919 -5.105 -3.536
36 H -2.312 -6.746 -3.774
37 H -3.983 -6.118 -1.698
38 H -2.684 -7.331 -1.482
39 H -0.060 -4.207 -1.174
40 H -1.500 -3.482 -1.955
41 C 0.646 3.266 6.299
42 C -0.455 2.879 7.286
43 C -1.587 2.241 6.483
44 S -0.827 1.513 5.039
45 O -1.298 2.217 3.866
46 O -0.879 0.069 5.150
47 C 0.833 2.056 5.395
48 H 1.575 3.532 6.811
49 H 0.325 4.131 5.707
50 H -0.060 2.154 8.007
51 H -0.812 3.745 7.852
52 H -2.097 1.463 7.056
53 H -2.309 2.989 6.145
54 H 1.356 2.290 4.467
55 H 1.344 1.246 5.922
56 C 0.762 1.920 -4.794
57 C 2.216 2.109 -4.365
58 C 2.850 3.116 -5.323
59 S 1.522 4.164 -5.897
60 O 1.343 3.944 -7.317
61 O 1.681 5.488 -5.331
62 C 0.215 3.321 -5.027
63 H 0.182 1.383 -4.038
64 H 0.724 1.342 -5.725
65 H 2.246 2.503 -3.342
66 H 2.765 1.162 -4.367
67 H 3.605 3.727 -4.822
68 H 3.290 2.619 -6.192
69 H -0.698 3.332 -5.623
70 H 0.054 3.843 -4.079

Forces on atoms 1 to 6 (eV/Å):
C -0.313 -0.306 -0.525
C -0.277 -0.368 0.556
I 0.014 -1.180 0.208
C 0.963 -0.697 1.621
I -0.631 -0.702 0.573
C 2.600 -2.048 -0.942

Output
HOMO level   -0.4231 Ha
Molar mass   742.522 g/mol
Lowest unoccupied orbital energy   -2.88 eV
Net charge   +1

List of Löwdin charges in e, atom by atom:
1 C -0.166
2 C -0.724
3 I 0.761
4 C -0.699
5 I 0.852
6 C -0.256
7 C -0.123
8 O -0.219
9 C -0.173
10 C -0.133
11 N 0.029
12 H 0.098
13 H 0.060
14 H 0.075
15 H 0.086
16 H 0.102
17 H 0.177
18 H 0.150
19 H 0.150
20 H 0.146
21 H 0.151
22 H 0.143
23 H 0.166
24 H 0.115
25 H 0.192
26 C -0.220
27 C -0.215
28 C -0.221
29 S 0.662
30 O -0.315
31 O -0.346
32 C -0.258
33 H 0.121
34 H 0.126
35 H 0.121
36 H 0.122
37 H 0.110
38 H 0.112
39 H 0.099
40 H 0.103
41 C -0.213
42 C -0.207
43 C -0.211
44 S 0.680
45 O -0.336
46 O -0.323
47 C -0.229
48 H 0.127
49 H 0.127
50 H 0.126
51 H 0.126
52 H 0.115
53 H 0.115
54 H 0.104
55 H 0.118
56 C -0.229
57 C -0.242
58 C -0.221
59 S 0.673
60 O -0.314
61 O -0.325
62 C -0.236
63 H 0.103
64 H 0.124
65 H 0.042
66 H 0.116
67 H 0.107
68 H 0.110
69 H 0.112
70 H 0.100

---

A cluster of 2 separate species, C5H10O in total. Source: the Open Molecules 2025 dataset; level of theory: wB97M-V/def2-TZVPD.

Geometry (Å):
1 C 1.588 -0.803 -0.296
2 C 0.319 -0.023 -0.289
3 C -0.013 1.272 -0.342
4 C -1.508 1.028 -0.346
5 C -1.133 -0.470 -0.187
6 O -1.651 -1.290 -1.212
7 H 1.660 -1.459 0.581
8 H 1.637 -1.443 -1.185
9 H 2.463 -0.146 -0.300
10 H 1.815 0.661 2.732
11 H 0.576 2.187 -0.360
12 H 1.429 0.869 2.131
13 H -2.099 1.474 0.463
14 H -2.007 1.208 -1.303
15 H -1.393 -0.870 0.805
16 H -1.683 -2.197 -0.891

Forces on atoms 1 to 6 (eV/Å):
C 0.016 -0.007 -0.009
C 0.045 0.110 -0.037
C 0.146 -0.079 -0.023
C -0.163 0.075 -0.019
C 0.070 0.139 0.270
O -0.034 -0.252 0.019

Output
HOMO level   -0.3387 Ha
Molar mass   86.134 g/mol
SMILES   CC1=CC[C@H]1O.[H][H]
Lowest unoccupied orbital energy   0.93 eV
ΔE to the lowest compared entry with this formula, charge and spin   246.5 kJ/mol

List of Löwdin charges in e, atom by atom:
1 C -0.062
2 C -0.273
3 C -0.042
4 C -0.108
5 C -0.341
6 O -0.016
7 H 0.074
8 H 0.080
9 H 0.075
10 H 0.042
11 H 0.103
12 H 0.017
13 H 0.103
14 H 0.111
15 H 0.149
16 H 0.089

---

A structure of composition C34H33HfN4OPSi. Source: the Open Molecules 2025 dataset; level of theory: wB97M-V/def2-TZVPD.

Geometry (Å):
1 Hf -1.031 0.053 -0.432
2 O -2.782 -1.826 0.682
3 C -1.625 -1.958 0.302
4 C -0.792 -3.152 0.525
5 C -1.323 -4.323 1.050
6 C -0.505 -5.423 1.240
7 C 0.844 -5.341 0.909
8 C 1.381 -4.169 0.384
9 C 0.558 -3.065 0.185
10 P 1.252 -1.476 -0.441
11 C 2.742 -1.896 -1.362
12 C 4.015 -1.774 -0.812
13 C 5.120 -2.179 -1.553
14 C 4.957 -2.694 -2.831
15 C 3.686 -2.808 -3.384
16 C 2.579 -2.404 -2.654
17 C 1.815 -0.618 1.059
18 C 1.799 -1.204 2.322
19 C 2.284 -0.496 3.415
20 C 2.790 0.792 3.251
21 C 2.802 1.385 1.991
22 C 2.306 0.683 0.902
23 H -2.382 -4.360 1.291
24 H -0.915 -6.347 1.635
25 H 1.488 -6.200 1.057
26 H 2.433 -4.129 0.124
27 H 4.153 -1.383 0.189
28 H 6.113 -2.090 -1.126
29 H 5.824 -3.011 -3.401
30 H 3.561 -3.206 -4.384
31 H 1.589 -2.499 -3.086
32 H 1.411 -2.210 2.457
33 H 2.277 -0.956 4.399
34 H 3.186 1.329 4.106
35 H 3.207 2.384 1.861
36 H 2.338 1.134 -0.082
37 C 1.870 2.707 -1.968
38 C 0.498 3.134 -1.524
39 C 0.128 4.461 -1.489
40 C -1.182 4.805 -1.161
41 C -2.127 3.822 -0.909
42 C -1.713 2.508 -0.974
43 N -0.407 2.184 -1.209
44 N -2.530 1.350 -0.829
45 Si -3.732 0.974 -2.109
46 C -3.279 1.903 -3.616
47 C -3.285 -0.816 -2.388
48 C -5.427 1.291 -1.542
49 H 2.117 3.180 -2.918
50 H 1.922 1.632 -2.110
51 H 2.636 3.017 -1.251
52 H 0.857 5.221 -1.747
53 H -1.472 5.853 -1.131
54 H -3.166 4.049 -0.685
55 H -2.233 1.731 -3.898
56 H -3.432 2.985 -3.508
57 H -3.912 1.562 -4.446
58 H -2.206 -0.950 -2.622
59 H -3.796 -1.211 -3.275
60 H -3.562 -1.457 -1.548
61 H -5.568 2.370 -1.396
62 H -5.631 0.779 -0.595
63 H -6.164 0.956 -2.286
64 N -0.878 2.584 6.843
65 C -0.948 2.210 5.755
66 C -1.015 1.731 4.390
67 C -1.575 0.496 4.101
68 C -1.587 0.058 2.797
69 N -1.079 0.796 1.791
70 C -0.546 1.998 2.080
71 C -0.500 2.498 3.357
72 H -1.998 -0.124 4.881
73 H -2.031 -0.889 2.547
74 H -0.139 2.570 1.262
75 H -0.062 3.470 3.545

Forces on atoms 1 to 6 (eV/Å):
Hf -1.093 1.269 1.504
O -0.057 0.590 -0.198
C 1.169 -0.953 -0.055
C -0.453 0.075 -0.067
C -0.164 -0.201 0.104
C -0.012 -0.118 0.036

Output
HOMO level   -0.5167 Ha
Molar mass   751.215 g/mol
Lowest unoccupied orbital energy   -6.73 eV
ΔE to the lowest compared entry with this formula, charge and spin   68.1 kJ/mol
Net charge   +2

List of Löwdin charges in e, atom by atom:
1 Hf 1.671
2 O -0.006
3 C -0.461
4 C -0.239
5 C 0.008
6 C -0.026
7 C -0.024
8 C -0.053
9 C -0.318
10 P 1.008
11 C -0.390
12 C -0.075
13 C -0.049
14 C -0.046
15 C -0.054
16 C -0.094
17 C -0.416
18 C -0.064
19 C -0.041
20 C -0.045
21 C -0.060
22 C -0.131
23 H 0.132
24 H 0.125
25 H 0.124
26 H 0.117
27 H 0.109
28 H 0.119
29 H 0.121
30 H 0.118
31 H 0.107
32 H 0.115
33 H 0.122
34 H 0.122
35 H 0.121
36 H 0.068
37 C -0.018
38 C -0.302
39 C -0.004
40 C 0.002
41 C -0.002
42 C -0.457
43 N 0.014
44 N -0.212
45 Si 0.376
46 C -0.155
47 C -0.171
48 C -0.153
49 H 0.103
50 H 0.064
51 H 0.095
52 H 0.133
53 H 0.133
54 H 0.133
55 H 0.045
56 H 0.048
57 H 0.059
58 H 0.028
59 H 0.067
60 H 0.027
61 H 0.047
62 H 0.049
63 H 0.057
64 N 0.219
65 C -0.132
66 C -0.176
67 C 0.039
68 C -0.069
69 N -0.022
70 C -0.102
71 C 0.026
72 H 0.143
73 H 0.105
74 H 0.105
75 H 0.143

---

A structure of composition C12H18NO. Source: the Open Molecules 2025 dataset; level of theory: wB97M-V/def2-TZVPD.

Geometry (Å):
1 C -3.136 -2.068 1.161
2 C -3.621 -0.866 1.665
3 C -1.868 -2.095 0.688
4 C -2.800 0.290 1.713
5 C -1.098 -0.992 0.523
6 C -1.532 0.186 1.069
7 C 0.779 0.429 0.388
8 C 0.392 -0.990 0.055
9 C 0.395 -1.273 -1.516
10 C 1.222 -1.962 0.818
11 C 0.222 2.179 -1.296
12 C 2.071 2.433 0.409
13 N 1.204 1.490 -0.474
14 O -0.653 1.176 1.151
15 H -3.659 -2.989 1.295
16 H -4.670 -0.736 1.940
17 H -1.572 -3.111 0.321
18 H -3.084 1.141 2.239
19 H 1.377 0.427 1.307
20 H -0.047 -0.463 -2.122
21 H -0.094 -2.143 -1.808
22 H 1.459 -1.505 -1.785
23 H 1.751 -1.443 1.648
24 H 1.991 -2.431 0.158
25 H 0.830 -2.855 1.318
26 H -0.442 2.857 -0.687
27 H 0.751 2.958 -1.987
28 H -0.305 1.461 -1.953
29 H 2.845 1.810 0.970
30 H 2.630 3.113 -0.381
31 H 1.399 2.884 1.232
32 H 1.974 1.106 -1.114

Forces on atoms 1 to 6 (eV/Å):
C -0.740 0.960 1.142
C 0.023 1.581 -0.169
C 0.411 -3.142 -1.760
C 0.826 -2.897 -1.810
C 1.149 0.201 0.291
C -1.815 -0.125 1.569

Output
HOMO level   -0.4212 Ha
Molar mass   192.282 g/mol
Lowest unoccupied orbital energy   -3.19 eV
ΔE to the lowest compared entry with this formula, charge and spin   252.7 kJ/mol
Net charge   +1

List of Löwdin charges in e, atom by atom:
1 C -0.085
2 C -0.045
3 C -0.062
4 C 0.041
5 C -0.132
6 C -0.293
7 C -0.066
8 C -0.390
9 C 0.014
10 C -0.022
11 C -0.007
12 C 0.036
13 N -0.171
14 O 0.020
15 H 0.107
16 H 0.115
17 H 0.146
18 H 0.093
19 H 0.139
20 H 0.076
21 H 0.065
22 H 0.100
23 H 0.100
24 H 0.103
25 H 0.103
26 H 0.133
27 H 0.145
28 H 0.102
29 H 0.122
30 H 0.148
31 H 0.143
32 H 0.221

---

In the order shown, the computed largest force on an atom values come out to 4.796, 3.441, 0.311, 2.251, 5.240 eV/A.